1.
DFT (the ωB97M-V functional and the def2-TZVPD basis) results for 2 unconnected molecules or ions with the total composition C4H13N2O2.

As for the energy: -420.19883 Ha. The value obtained for the molar mass is 121.16 g mol⁻¹. The total charge is -1. For the max |F|, the calculation gives 0.034 Eh/bohr. The orbital gap is 0.2707 Ha. The energy above the lowest of the compared OMol25 structures with the same formula, charge and spin comes out at 0.544 eV.

```
21
C4H13N2O2 | the OMol25 dataset | the ωB97M-V functional and the def2-TZVPD basis
N -1.10079 -1.51338 1.96455
C -0.57005 -0.90264 0.73744
C -0.73775 0.60003 0.71124
C -0.61881 1.25521 -0.70293
O 0.63087 1.73375 -0.97532
C 0.90444 -1.24349 0.50872
N 1.00900 -2.60175 -0.12159
H -0.78369 -0.94080 2.73748
H -0.72868 -2.44986 2.08471
H -1.05773 -1.40543 -0.09535
H -1.69081 0.89171 1.17563
H -0.00510 1.04401 1.40771
H -0.91445 0.47101 -1.39631
H -1.35975 2.08181 -0.70226
H 1.34449 -0.51539 -0.17495
H 1.52192 -1.25370 1.41273
H 0.43665 -2.59000 -0.95069
H 1.97574 -2.85534 -0.23897
H 0.23804 3.45507 -3.17265
H 0.74400 2.95678 -1.76858
O 0.76248 3.78238 -2.44060
```

Atom charges from the Löwdin analysis, given in e for atoms 1 to 2: atom 1 (N): 0.020, atom 2 (C): -0.446

2.
DFT (the ωB97M-V functional and the def2-TZVPD basis) results for 2 unconnected molecules or ions with the total composition C4H13N2O2.

As for the energy: -420.04114 Ha. As for the spin multiplicity: 2. As for the expectation value of S²: 0.751. The value obtained for the molar mass is 121.16 g mol⁻¹. For the max |F|, the calculation gives 0.049 Eh/bohr. The orbital gap (spin up / spin down) is 0.1321 / 0.3765 Ha. The energy above the lowest of the compared OMol25 structures with the same formula, charge and spin comes out at 1.848 eV.

```
21
C4H13N2O2 | the OMol25 dataset | the ωB97M-V functional and the def2-TZVPD basis
N -0.90520 -0.25173 -0.29866
C 0.13783 -0.33149 0.79356
C 1.16926 0.76828 0.75688
C 1.53252 1.36946 -0.55807
O 1.00540 1.17609 -1.62065
C -0.50433 -0.56669 2.18306
N -1.54632 -1.56425 2.26204
H -1.74879 -0.66308 0.15105
H -0.64582 -0.60621 -1.24928
H -1.17811 0.77883 -0.33009
H 0.60911 -1.30651 0.69500
H 0.92492 1.59972 1.42347
H 2.08988 0.39234 1.20906
H 2.30920 2.16322 -0.44169
H 0.42395 -0.58756 2.80320
H -0.98265 0.38072 2.48657
H -2.29660 -1.17164 2.81130
H -1.23502 -2.48838 2.51192
H -0.61316 0.51293 -3.50517
H 0.43232 -0.63481 -3.48271
O -0.36020 -0.30003 -3.05725
```

Atom charges from the Löwdin analysis, given in e for atoms 1 to 2: atom 1 (N): 0.135, atom 2 (C): -0.372

3.
DFT (the ωB97M-V functional and the def2-TZVPD basis) results for 2 unconnected molecules or ions with the total composition C4H13N2O2.

As for the energy: -420.06513 Ha. As for the spin multiplicity: 2. As for the expectation value of S²: 0.756. The value obtained for the molar mass is 121.16 g mol⁻¹. For the max |F|, the calculation gives 0.072 Eh/bohr. The orbital gap (spin up / spin down) is 0.3698 / 0.2339 Ha. The energy above the lowest of the compared OMol25 structures with the same formula, charge and spin comes out at 1.195 eV.

```
21
C4H13N2O2 | the OMol25 dataset | the ωB97M-V functional and the def2-TZVPD basis
C -0.53475 1.33500 -0.13909
N 0.58196 1.35576 -1.09070
C 1.44659 0.15133 -0.93466
O 1.71493 -0.25146 0.27693
C -1.47799 0.10317 -0.05928
C -2.60388 0.39781 0.93897
N -0.83816 -1.11584 0.48074
H -1.15640 2.19364 -0.28382
H -0.21481 1.44649 0.92337
H 1.23367 2.12337 -0.96745
H 2.29792 0.34729 -1.66015
H 1.00900 -0.60301 -1.67494
H -1.86474 -0.09436 -1.07007
H -2.39264 0.91114 1.85100
H -3.29636 0.99517 0.30112
H -2.92882 -0.61569 1.19477
H -0.53246 -1.72812 -0.26156
H -0.07046 -0.99368 1.14310
H 3.03201 -2.79377 0.27601
H 3.04058 -1.16388 0.30693
O 3.55481 -2.00038 0.44877
```

Atom charges from the Löwdin analysis, given in e for atoms 1 to 2: atom 1 (C): -0.214, atom 2 (N): -0.033

4.
DFT (the ωB97M-V functional and the def2-TZVPD basis) results for 2 unconnected molecules or ions with the total composition C4H13N2O2.

As for the energy: -419.96710 Ha. The value obtained for the molar mass is 121.16 g mol⁻¹. The total charge is +1. For the max |F|, the calculation gives 0.029 Eh/bohr. The orbital gap is 0.4063 Ha. The energy above the lowest of the compared OMol25 structures with the same formula, charge and spin comes out at 1.587 eV.

```
21
C4H13N2O2 | the OMol25 dataset | the ωB97M-V functional and the def2-TZVPD basis
N -0.32688 -1.03729 0.13507
C -0.76108 0.21231 -0.53862
C -0.34684 1.50958 0.15756
C -0.48102 1.46789 1.64388
O -0.68644 0.44536 2.26249
C -0.16918 0.18082 -1.99626
N -0.23719 -1.12987 -2.57265
H -0.95831 -1.34606 0.86469
H 0.60306 -0.83967 0.54389
H -0.27907 -1.73078 -0.62733
H -1.83328 0.21852 -0.72272
H 0.64256 1.79472 -0.17624
H -0.92858 2.30845 -0.24964
H -0.39468 2.41394 2.21231
H -0.78428 0.90162 -2.53802
H 0.83961 0.60886 -1.99840
H 0.53751 -1.53648 -3.07445
H -1.09584 -1.27768 -3.06636
H 2.93006 -0.57082 1.57518
H 2.72667 -1.83837 0.76305
O 2.26873 -1.03747 1.04933
```

Atom charges from the Löwdin analysis, given in e for atoms 1 to 2: atom 1 (N): 0.193, atom 2 (C): -0.269

5.
DFT (the ωB97M-V functional and the def2-TZVPD basis) results for 2 unconnected molecules or ions with the total composition C4H13N2O2.

As for the energy: -419.94828 Ha. The value obtained for the molar mass is 121.16 g mol⁻¹. The total charge is +1. For the max |F|, the calculation gives 0.036 Eh/bohr. The orbital gap is 0.3762 Ha. The energy above the lowest of the compared OMol25 structures with the same formula, charge and spin comes out at 2.099 eV.

```
21
C4H13N2O2 | the OMol25 dataset | the ωB97M-V functional and the def2-TZVPD basis
O -0.84810 1.85544 -2.96840
C -0.71063 0.66611 -3.04304
C -0.12151 -0.13760 -1.86952
C -1.11433 -0.27390 -0.69935
C -0.41276 -0.72739 0.58257
N 0.44816 0.39818 1.08838
N 1.25503 0.31721 -1.60384
H -1.00964 0.10920 -3.95445
H -0.04118 -1.11881 -2.33237
H -1.85575 -1.00142 -0.99808
H -1.61183 0.67125 -0.47399
H 0.25602 -1.56313 0.41364
H -1.13953 -0.99360 1.33813
H -0.07286 1.27555 1.00327
H 1.22271 0.43157 0.39135
H 0.76142 0.25125 2.04018
H 1.37015 1.28025 -1.90553
H 1.92183 -0.24818 -2.10772
H 1.27618 -0.14214 4.71527
H 0.07023 -0.61226 5.64689
O 0.35639 -0.43758 4.73662
```

Atom charges from the Löwdin analysis, given in e for atoms 1 to 2: atom 1 (O): 0.089, atom 2 (C): -0.203

6.
DFT (the ωB97M-V functional and the def2-TZVPD basis) results for 2 unconnected molecules or ions with the total composition C4H13N2OP.

As for the energy: -686.25161 Ha. The value obtained for the molar mass is 136.14 g mol⁻¹. For the max |F|, the calculation gives 0.082 Eh/bohr. The orbital gap is 0.3705 Ha. The energy above the lowest of the compared OMol25 structures with the same formula, charge and spin comes out at 2.327 eV.

```
21
C4H13N2OP | the OMol25 dataset | the ωB97M-V functional and the def2-TZVPD basis
C -0.61234 0.44760 1.57608
C 0.47834 1.52860 -1.36311
C -0.95834 1.60172 0.76945
C -0.86223 1.27712 -0.71649
N 1.42238 -2.97917 -0.29433
N -1.16637 -0.10654 -1.10020
O -3.44478 -0.31535 0.48960
P -2.29785 -0.79225 -0.24195
H -0.56413 0.69212 2.69178
H -1.35759 -0.41541 1.44568
H 0.37637 -0.05347 1.35168
H 0.16340 1.18584 -2.40093
H 0.53567 2.66201 -1.41225
H 1.38704 1.03575 -1.06470
H -1.89814 1.95546 1.07866
H -0.28342 2.42877 0.99354
H -1.59460 1.92314 -1.17712
H 1.24263 -3.94110 -0.58877
H 0.62893 -2.44719 0.12911
H 1.47763 -2.48040 -1.18357
H -2.34060 -2.11950 -0.47071
```

Atom charges from the Löwdin analysis, given in e for atoms 1 to 2: atom 1 (C): -0.158, atom 2 (C): -0.081

Repeat the fourth record exactly.
DFT (the ωB97M-V functional and the def2-TZVPD basis) results for 2 unconnected molecules or ions with the total composition C4H13N2O2.

As for the energy: -419.96710 Ha. The value obtained for the molar mass is 121.16 g mol⁻¹. The total charge is +1. For the max |F|, the calculation gives 0.029 Eh/bohr. The orbital gap is 0.4063 Ha. The energy above the lowest of the compared OMol25 structures with the same formula, charge and spin comes out at 1.587 eV.

```
21
C4H13N2O2 | the OMol25 dataset | the ωB97M-V functional and the def2-TZVPD basis
N -0.32688 -1.03729 0.13507
C -0.76108 0.21231 -0.53862
C -0.34684 1.50958 0.15756
C -0.48102 1.46789 1.64388
O -0.68644 0.44536 2.26249
C -0.16918 0.18082 -1.99626
N -0.23719 -1.12987 -2.57265
H -0.95831 -1.34606 0.86469
H 0.60306 -0.83967 0.54389
H -0.27907 -1.73078 -0.62733
H -1.83328 0.21852 -0.72272
H 0.64256 1.79472 -0.17624
H -0.92858 2.30845 -0.24964
H -0.39468 2.41394 2.21231
H -0.78428 0.90162 -2.53802
H 0.83961 0.60886 -1.99840
H 0.53751 -1.53648 -3.07445
H -1.09584 -1.27768 -3.06636
H 2.93006 -0.57082 1.57518
H 2.72667 -1.83837 0.76305
O 2.26873 -1.03747 1.04933
```

Atom charges from the Löwdin analysis, given in e for atoms 1 to 2: atom 1 (N): 0.193, atom 2 (C): -0.269

Q: Among the records above, which one has the lowest energy above the lowest of the compared OMol25 structures with the same formula, charge and spin?
A: number 1

Q: Number 6 is which compound?
A: C4H13N2OP

Q: What is the energy in the second record?
A: -420.04114 Ha